DFT (wB97M-V/def2-TZVPD) results for an isolated ion of composition C5H8NO2 and charge +1 at a distorted geometry.

Geometry as XYZ:
```
16
Properties=species:S:1:pos:R:3:forces:R:3
C -0.834 -0.680 0.547 0.557 -1.588 -0.204
C -0.820 0.798 0.403 0.408 -0.891 0.386
C 0.266 -1.217 -0.467 -0.635 -1.671 0.777
C 0.101 1.184 -0.473 -0.666 0.095 -0.368
C 0.994 0.003 -0.868 -1.464 1.340 3.244
N 2.205 0.159 0.041 1.702 -0.825 0.937
O 2.845 1.293 -0.035 1.587 0.012 1.163
O 2.715 -0.662 0.717 -1.046 0.993 -0.655
H -0.736 -1.237 1.498 -0.198 0.981 -0.087
H -1.812 -0.913 0.140 -0.273 -0.599 0.095
H -1.616 1.381 0.853 0.301 0.260 -0.158
H 2.498 1.961 -0.629 -1.048 0.166 -0.617
H 1.001 -2.037 -0.048 -1.809 1.480 -0.959
H -0.312 -1.570 -1.348 0.828 -0.142 0.419
H 0.016 2.164 -0.902 0.773 0.325 -0.378
H 1.549 -0.003 -1.712 0.984 0.065 -3.595
```
Positions in Å, forces in eV/Å.

Its HOMO energy is -14.7 eV. The LUMO energy is -6.3243 eV. As for the SMILES: O=[N+](O)[C@@H]1C=CCC1. As for the energy: -10887.73660 eV. The value obtained for the orbital gap is 8.4 eV. The molecular weight comes out at 114.12 g mol⁻¹. The net charge is +1.